# C35H43F3N8O6Tb

C35H43F3N8O6Tb as an isolated structure in a non-equilibrium geometry (wB97M-V/def2-TZVPD, the OMol25 dataset).

Each line ends with the Löwdin spin population.
Geometry (Å):
O (-3.9620, 0.0022, -0.5055)  0.00
C (-5.1213, -0.0974, -2.5559)  0.00
N (-0.5159, -0.7642, 4.1154)  0.00
H (6.5218, 3.3081, -1.1930)  0.00
C (-1.2635, -2.2840, 0.8806)  0.00
H (-3.3137, -1.1421, 1.6104)  0.00
O (-1.4704, 0.4720, -0.5496)  0.00
O (3.5300, -2.8534, 0.2566)  0.00
Tb (0.8109, 0.2733, 0.2916)  6.05
C (-2.8654, 0.7459, -3.9153)  0.00
C (-1.3545, -0.7362, 5.2868)  0.00
C (-2.3220, 3.8550, 3.5987)  0.00
C (-0.2241, 5.0980, 3.0128)  0.00
C (1.6235, -0.6437, -3.4430)  0.00
H (-1.9664, 1.0630, -4.4254)  0.00
H (-3.5150, -0.9425, 5.0325)  0.00
H (-0.8503, -1.2168, 6.1305)  0.00
N (-0.6122, -1.4240, 1.8586)  0.00
H (1.2907, -0.1994, 3.2719)  0.00
C (0.0338, 1.7709, 2.0051)  -0.03
H (1.9508, -0.1648, -2.5302)  0.00
H (-1.1468, -3.9575, -4.0512)  0.00
C (0.8237, -0.2574, 4.2439)  0.00
H (1.4124, -0.9049, 4.9028)  0.00
C (4.6722, -1.9586, -1.6052)  0.00
F (4.6579, -0.8894, -2.4164)  0.00
H (-2.6987, 3.9563, 2.5808)  0.00
C (-3.5815, -1.5739, 2.5677)  0.00
C (4.9237, 3.6044, -2.6019)  0.00
H (0.6242, -3.2485, 0.5479)  0.00
C (1.9967, -1.9894, 1.9475)  0.00
C (1.6146, -3.0128, -4.2307)  0.00
H (-0.5952, 5.2498, 1.9992)  0.00
H (-1.5850, 0.2983, 5.5721)  0.00
H (-5.9846, -0.4421, -2.0010)  0.00
C (2.7608, 2.7083, -1.9358)  0.00
C (-2.5996, -1.5076, 4.8453)  0.00
C (-0.3502, 2.6777, 2.7237)  0.00
H (2.6545, -2.9436, -4.5551)  0.00
C (-0.2336, -2.9252, -0.0438)  0.00
N (-0.6246, 1.5247, -2.4302)  0.00
H (3.1601, 3.6977, -3.7931)  0.00
O (2.6120, 1.6471, 0.2030)  0.00
C (-4.0341, 0.5013, -4.6144)  0.00
H (-1.9570, -1.7240, 0.2482)  0.00
C (-0.2681, 3.5896, 5.0134)  0.00
H (0.7935, 0.7535, 4.6543)  0.00
C (3.3040, 2.2457, -0.6913)  0.00
C (-3.9518, 0.1686, -1.8440)  0.00
O (2.8013, -0.8982, -0.6388)  0.00
H (-0.5132, 5.9541, 3.6296)  0.00
H (1.0641, 2.9513, -3.2508)  0.00
H (-4.0669, 0.6371, -5.6878)  0.00
H (0.7450, -0.1217, -3.8342)  0.00
N (0.5653, 1.6963, -1.7293)  -0.01
H (0.8179, 3.4889, 5.0100)  0.00
C (3.5912, 3.3774, -2.8493)  0.00
H (-1.6972, -3.3371, -2.4935)  0.00
H (0.9637, -2.8623, -5.1044)  0.00
C (-1.1474, -1.2806, 3.0225)  0.00
H (-2.6698, 4.7053, 4.1925)  0.00
O (2.0147, -2.7906, 2.7551)  0.00
N (0.3188, -3.9361, -2.4949)  0.00
N (1.3379, -2.0343, -3.1979)  0.00
H (0.9826, -5.1286, -4.1132)  0.00
H (-3.0264, 0.2214, -0.2222)  0.00
C (-5.1652, 0.0780, -3.9262)  0.00
C (4.6858, 2.5065, -0.4702)  0.00
H (-0.6937, 2.6862, 5.4546)  0.00
N (0.2722, -2.0068, -1.0686)  0.00
C (3.5345, -1.8961, -0.5229)  0.00
H (5.1090, 2.1430, 0.4582)  0.00
H (-6.0870, -0.1203, -4.4595)  0.00
H (2.4340, -0.5813, -4.1685)  0.00
C (1.3977, 2.4736, -2.3265)  0.00
H (-2.6816, -2.4700, 5.3608)  0.00
C (-1.0623, -4.0863, -2.9649)  0.00
H (5.5461, 4.1094, -3.3292)  0.00
C (5.4676, 3.1529, -1.3923)  0.00
H (2.2212, -4.6256, -2.9397)  0.00
H (-0.6794, -3.8170, -0.4834)  0.00
C (-1.5450, 0.8759, -1.7791)  0.00
N (-2.4105, -1.7182, 3.4173)  0.00
H (0.8637, 5.0461, 2.9645)  0.00
C (-0.7891, 3.7890, 3.5838)  0.00
H (-4.3058, -0.9012, 3.0362)  0.00
H (-2.7376, 2.9385, 4.0210)  0.00
F (5.9012, -2.0311, -1.0655)  0.00
F (4.5376, -3.0448, -2.4071)  0.00
H (-4.0640, -2.5416, 2.4071)  0.00
H (-1.4271, -5.0811, -2.7001)  0.00
C (-2.8013, 0.6006, -2.5323)  0.00
C (1.3274, -4.3114, -3.4819)  0.00
H (-1.8121, -3.0911, 1.3814)  0.00
H (-0.5390, 4.4424, 5.6421)  0.00
C (0.6174, -2.5688, -2.1718)  0.00

Force components x, y, z for each atom (eV/Å):
O 0.11 0.11 0.01
C -0.04 -0.01 0.11
N -0.17 -0.03 0.09
H 0.00 0.00 0.05
C 0.11 -0.24 -0.16
H -0.08 -0.06 0.02
O 0.43 0.03 0.04
O -0.13 0.17 -0.15
Tb 0.38 -0.10 -0.48
C -0.01 0.02 -0.01
C -0.07 0.10 -0.05
C 0.04 0.00 -0.02
C -0.01 -0.02 0.00
C -0.11 0.11 0.01
H 0.00 0.05 0.00
H 0.00 -0.02 -0.03
H -0.01 0.02 -0.01
N -0.12 0.62 -0.18
H 0.06 0.09 0.04
C -0.06 0.05 0.07
H 0.08 0.02 -0.02
H -0.01 0.04 0.02
C -0.05 -0.06 -0.01
H 0.04 -0.01 -0.05
C -0.14 0.24 -0.09
F 0.13 -0.05 -0.05
H -0.03 0.01 0.00
C 0.04 -0.01 0.00
C 0.09 0.05 -0.07
H -0.05 -0.22 -0.02
C 0.18 -0.47 1.04
C -0.17 -0.04 -0.05
H 0.01 0.03 -0.01
H 0.02 -0.03 0.03
H -0.03 0.03 -0.01
C 0.22 -0.10 0.35
C 0.05 -0.23 0.07
C -0.05 -0.07 0.16
H -0.02 0.02 0.02
C -0.26 -0.02 0.08
N -0.21 0.10 -0.32
H -0.04 0.03 0.03
O -0.58 -0.14 0.24
C 0.00 -0.01 -0.07
H -0.05 -0.10 0.03
C 0.00 0.01 -0.05
H 0.01 0.00 -0.06
C 0.22 0.29 -0.31
C 0.11 -0.01 -0.19
O -0.19 0.12 0.36
H -0.02 -0.01 0.02
H -0.05 -0.08 0.01
H 0.02 -0.02 0.00
H 0.00 0.02 0.02
N -0.18 -0.29 0.24
H 0.01 0.01 0.01
C -0.05 0.00 -0.04
H -0.03 -0.06 0.04
H 0.03 -0.04 0.00
C 0.06 -0.10 -0.03
H 0.01 0.01 0.01
O 0.13 0.49 -0.67
N 0.12 0.14 0.04
N 0.09 -0.21 0.00
H -0.04 0.01 0.01
H -0.09 -0.11 0.00
C 0.01 -0.02 0.06
C -0.01 -0.12 0.11
H 0.00 -0.01 0.01
N -0.10 0.09 -0.25
C 0.50 -0.40 -0.38
H -0.03 0.01 0.02
H 0.00 -0.01 -0.01
H 0.04 0.01 0.06
C -0.04 -0.13 0.06
H -0.04 0.08 0.06
C 0.04 -0.07 0.02
H -0.02 0.00 -0.02
C -0.10 0.01 -0.07
H 0.04 -0.04 -0.10
H 0.00 0.01 0.09
C 0.31 0.33 -0.08
N 0.04 0.21 0.04
H 0.01 0.02 0.00
C 0.01 0.07 -0.07
H 0.04 0.00 0.01
H -0.01 -0.01 0.00
F -0.04 -0.03 0.07
F -0.06 -0.06 0.06
H -0.04 0.07 -0.09
H -0.06 0.03 -0.06
C -0.21 -0.14 0.24
C 0.11 0.03 0.01
H -0.01 0.03 -0.04
H -0.01 0.00 0.01
C 0.00 -0.02 0.17

## Properties
- orbital gap (alpha / beta) (eV) = 7.04 / 7.05
- max |F| (eV Å⁻¹) = 1.16
- spin multiplicity = 7
- net charge = -1
- energy relative to the best compared isomer or geometry (same formula, charge and spin) (eV) = 1.883

=====

# C35H43N10O3PS4W

C35H43N10O3PS4W as an isolated structure (wB97M-V/def2-TZVPD, the OMol25 dataset).

Each line ends with the Löwdin spin population.
Geometry (Å):
H (-2.9074, -2.4951, -2.0538)  0.01
H (-5.1801, -2.0850, -1.8393)  0.00
H (-1.3177, 7.2920, -2.2610)  0.00
C (-2.0275, -0.6742, -1.3411)  0.03
C (4.3926, -2.4023, 0.6532)  0.00
C (2.1377, -2.6964, -0.3264)  0.01
C (3.8761, 1.2859, -2.2439)  0.00
C (-6.6277, -0.1329, -0.7715)  0.01
C (-3.1661, 1.1229, -0.0513)  0.18
H (4.1776, -0.5211, 2.8811)  0.00
C (-0.3830, 3.1810, 3.4140)  0.00
H (-7.1292, -1.4745, -2.4089)  0.00
C (-1.0705, -0.7242, -2.5342)  0.01
C (5.4587, 0.4816, -0.5579)  0.00
H (5.0543, -1.9008, 1.3527)  0.00
H (-2.4598, 5.3590, -3.2693)  0.00
H (0.5951, 1.3173, 3.1235)  0.00
H (5.5069, 1.4797, -0.1248)  0.00
H (-0.9098, -2.9977, 3.5212)  0.00
H (1.6302, -0.9610, -5.1706)  0.00
C (0.0346, 2.1098, 2.6633)  0.01
C (3.1539, 0.9811, 1.6627)  0.01
H (-2.4278, 5.0627, 0.1203)  0.00
H (-2.8953, 1.8944, 0.6496)  0.01
H (5.7734, -0.2352, 0.1880)  0.00
H (2.5129, 2.7987, 0.6172)  0.00
N (-1.1231, 4.1801, 2.9371)  0.01
H (-2.0406, -3.6515, 2.4133)  0.00
C (-7.4804, -0.8272, -1.6174)  0.06
C (-0.9482, -2.1202, 1.6941)  -0.06
H (-0.1169, 3.2275, 4.4630)  0.00
N (-1.6198, -2.0819, 0.5573)  -0.10
C (-1.4429, 4.1034, 1.6509)  0.00
H (2.2418, 0.8346, 2.2456)  0.00
W (0.1325, 0.3844, -0.1452)  1.40
O (-9.8511, 2.9004, 0.7380)  0.00
O (-9.7558, 1.1276, 2.4333)  0.00
N (-0.2783, 2.0255, 1.3448)  0.01
C (-8.8404, -0.6221, -1.4182)  0.00
C (4.2912, 0.5172, 2.5728)  0.00
C (-1.5591, 5.2130, -2.6877)  0.00
O (-7.8208, 2.5810, 2.0660)  0.00
H (4.2610, 1.1264, 3.4792)  0.00
S (0.8989, 2.1610, -1.6395)  0.01
C (-1.4770, -0.8290, -3.8480)  0.00
C (0.2530, 6.1174, -1.3825)  0.00
C (-0.9884, 3.0254, 0.8529)  0.02
H (5.2728, 0.6490, 2.1258)  0.00
N (-2.2238, 5.0492, 1.1058)  0.00
H (-2.0689, 1.3906, -1.8241)  0.01
H (2.9366, 1.2192, -2.7767)  0.00
H (1.6598, 4.6761, -0.6543)  0.00
N (-2.1084, 0.7462, -0.9457)  -0.01
P (2.7362, -0.0138, 0.1510)  0.01
H (3.9352, 2.2905, -1.8248)  0.00
H (2.5544, -1.8845, 1.6088)  0.00
C (-8.4236, 0.8363, 0.2628)  -0.01
H (4.3076, -3.4421, 0.9764)  0.00
H (-9.5693, -1.1421, -2.0324)  0.00
N (-7.1111, 0.6871, 0.1630)  0.04
C (0.8373, -0.8813, -4.4408)  0.00
N (0.2097, -0.6249, -2.1662)  0.00
H (4.2440, 2.7241, 0.9511)  0.00
H (2.5871, -2.7461, -1.3224)  0.00
H (3.1132, 3.0552, 2.2610)  0.00
C (-4.4561, 0.7555, -0.0490)  0.00
H (2.1006, -3.7148, 0.0640)  0.00
H (-2.5606, 5.7942, 1.6902)  0.00
H (1.1119, -2.3459, -0.4361)  0.01
H (4.0807, -0.7581, -1.6439)  0.00
N (-1.1975, -1.0971, -0.1954)  -0.21
C (3.2574, 2.4772, 1.3461)  0.00
C (4.0703, 0.2243, -1.1571)  0.00
C (0.0978, 3.7375, -1.7857)  0.01
H (-5.0927, 1.3015, 0.6414)  0.00
H (-1.2534, 3.0029, -0.1888)  0.00
H (-2.5311, -0.8423, -4.0848)  0.00
C (-0.5001, -0.9009, -4.8212)  0.01
H (-0.7734, -0.9653, -5.8655)  0.00
C (-5.1569, -0.2152, -0.8230)  0.29
N (-9.3261, 0.1910, -0.4973)  0.07
C (-1.0731, 3.8966, -2.5565)  0.00
C (-3.2053, -1.5408, -1.6345)  0.21
C (-0.9134, 6.2968, -2.1216)  0.00
C (1.1533, -0.7239, -3.1114)  0.01
H (6.1841, 0.4508, -1.3735)  0.00
S (0.2014, -0.9041, 2.0400)  -0.01
H (4.6877, 1.1752, -2.9677)  0.00
C (-4.5225, -1.3000, -1.4835)  0.01
S (-1.8969, 2.5798, -3.3543)  0.00
C (0.7477, 4.8376, -1.2172)  0.00
H (2.1775, -0.6797, -2.7764)  0.00
S (-9.0349, 1.9979, 1.5248)  0.00
H (0.7640, 6.9620, -0.9394)  0.00
N (-1.1920, -3.1280, 2.5644)  -0.05
H (4.8634, -2.4127, -0.3302)  0.00
C (2.9791, -1.8158, 0.6063)  0.00

Force components x, y, z for each atom (eV/Å):
H -0.03 0.02 -0.04
H 0.01 0.02 -0.03
H -0.01 -0.01 0.00
C -0.01 -0.19 -0.18
C -0.03 0.09 0.01
C -0.03 0.02 0.03
C 0.02 -0.02 -0.01
C 0.10 -0.04 0.10
C 0.13 -0.01 -0.02
H 0.00 -0.03 -0.02
C -0.02 0.02 0.00
H -0.02 0.00 0.01
C -0.14 -0.02 0.18
C 0.01 -0.06 -0.05
H 0.03 0.07 0.03
H 0.00 0.00 -0.01
H -0.03 -0.04 -0.01
H 0.01 -0.02 -0.01
H 0.00 -0.04 -0.01
H -0.01 -0.01 0.00
C 0.06 -0.01 0.00
C -0.04 0.00 0.00
H 0.03 0.01 -0.03
H 0.04 0.02 -0.01
H -0.01 -0.13 0.10
H -0.04 -0.01 0.01
N 0.03 -0.02 -0.02
H 0.01 -0.02 -0.02
C 0.03 -0.06 -0.10
C 0.01 -0.03 0.13
H -0.01 0.01 0.00
N 0.09 -0.04 -0.02
C 0.05 0.03 0.05
H 0.03 0.02 -0.03
W -0.08 0.46 -0.10
O 0.01 -0.01 0.05
O 0.02 0.00 -0.02
N -0.06 0.29 0.12
C -0.06 0.00 0.05
C -0.04 -0.01 0.00
C 0.02 0.00 0.02
O -0.08 -0.03 -0.01
H 0.02 0.00 0.00
S 0.00 -0.15 0.34
C 0.10 -0.11 -0.05
C -0.01 0.01 0.05
C -0.05 -0.02 -0.04
H 0.03 0.00 -0.03
N 0.01 0.02 -0.02
H -0.02 0.16 0.05
H 0.03 0.01 -0.03
H -0.01 -0.01 0.01
N 0.15 -0.12 -0.07
P 0.32 -0.31 0.09
H -0.03 -0.01 -0.01
H 0.00 0.04 -0.01
C 0.12 -0.22 -0.15
H 0.02 0.01 -0.02
H 0.01 0.01 -0.02
N -0.26 0.12 0.01
C -0.03 -0.02 -0.05
N -0.09 0.17 -0.11
H -0.04 0.02 0.02
H -0.02 0.01 0.00
H 0.02 -0.01 0.00
C -0.04 -0.06 -0.05
H 0.04 0.00 -0.01
H -0.01 0.00 -0.01
H 0.03 -0.04 0.03
H 0.01 -0.03 0.03
N -0.32 -0.32 0.04
C 0.02 -0.02 -0.04
C -0.11 0.21 -0.02
C -0.05 0.10 -0.05
H -0.01 -0.01 0.00
H -0.02 -0.02 -0.02
H 0.01 -0.01 0.00
C 0.05 0.03 -0.03
H 0.01 -0.02 0.00
C 0.03 -0.01 -0.01
N 0.13 0.11 0.11
C 0.04 -0.09 0.00
C -0.01 0.10 0.06
C -0.02 -0.03 0.00
C -0.02 -0.04 0.11
H 0.01 -0.01 0.03
S 0.05 0.14 -0.32
H 0.03 0.01 0.04
C -0.12 0.05 0.10
S 0.01 0.02 0.05
C -0.03 -0.05 -0.01
H -0.01 0.04 -0.01
S 0.02 0.09 0.01
H 0.00 -0.01 -0.01
N -0.02 0.09 0.01
H 0.03 0.03 -0.01
C -0.02 -0.04 -0.12

## Properties
- orbital gap (alpha / beta) (eV) = 4.53 / 4.50
- max |F| (eV Å⁻¹) = 0.48
- spin multiplicity = 3
- net charge = 0
- energy relative to the best compared isomer or geometry (same formula, charge and spin) (eV) = 4.578

=====

no.,electronic energy (eV)
1,-91788.27473
2,-112489.27099